Entry 1:
{"formula": "BH20O8", "method": "ωB97M-V/def2-TZVPD", "elements": ["H", "H", "H", "H", "O", "H", "H", "H", "H", "O", "O", "B", "H", "H", "H", "O", "O", "H", "O", "H", "H", "O", "O", "H", "H", "H", "H", "H", "H"], "positions_angstrom": [[-0.062, -3.049, 0.695], [-0.868, -1.894, -2.496], [-1.751, -0.275, -3.834], [2.961, 1.333, 1.631], [1.268, 2.875, -2.436], [-0.582, 1.944, 0.336], [-1.412, 0.262, 2.857], [-1.116, -2.031, 0.541], [-1.673, -1.258, 3.338], [2.051, -1.275, -0.664], [0.499, 2.355, 3.321], [-0.760, 0.732, 0.005], [-0.054, -0.073, 0.718], [-0.443, -2.773, -1.339], [1.123, -1.054, -0.581], [2.588, 1.042, 0.793], [-0.144, -2.432, -2.209], [1.091, 2.324, -3.169], [-1.149, -0.452, 3.467], [0.853, 1.612, 3.773], [-1.811, -0.267, -2.345], [-2.111, -0.755, -3.094], [-0.873, -2.918, 0.211], [-1.959, 0.438, 0.166], [1.684, 0.791, 1.013], [-0.490, 0.600, -1.141], [-0.001, 2.061, 2.554], [2.487, -0.526, -0.324], [0.653, 2.661, -1.786]], "nbo_charge": [0.481, 0.467, 0.467, 0.467, -0.944, -0.047, 0.497, 0.502, 0.474, -0.972, -0.961, -0.751, -0.096, 0.476, 0.487, -0.962, -1.006, 0.460, -0.971, 0.469, 0.501, -0.948, -0.942, -0.044, 0.499, -0.053, 0.492, 0.475, 0.485], "de_lowest_kcal_mol": 12.31, "orbital_gap_ev": 9.6070, "charge": -1}

***

Entry 2:
{"formula": "BH22NiO9", "method": "ωB97M-V/def2-TZVPD", "elements": ["O", "H", "H", "H", "H", "H", "H", "O", "O", "H", "H", "H", "H", "H", "H", "O", "H", "H", "O", "H", "H", "O", "Ni", "H", "H", "O", "B", "H", "H", "O", "H", "H", "O"], "positions_angstrom": [[-2.695, -0.299, 2.607], [0.121, 1.532, 2.919], [-1.873, 0.231, 2.632], [0.438, -1.426, -4.014], [1.149, -3.306, -2.363], [1.117, -1.509, 3.033], [-3.369, 0.300, 2.269], [0.798, -2.946, -1.538], [0.289, -0.800, -3.292], [-0.840, 2.581, 3.479], [2.826, 2.261, -1.506], [0.571, 0.435, -1.149], [1.015, -3.605, -0.863], [-1.812, -2.867, 0.204], [-2.074, 1.155, -1.892], [0.980, 3.573, -0.425], [1.516, -0.341, 2.127], [1.394, 0.489, 0.590], [-0.818, 1.737, 3.013], [0.810, -0.016, -3.523], [0.867, -1.082, -0.100], [-1.517, -1.944, 0.182], [-0.503, -1.255, -1.452], [1.212, 3.091, 0.377], [-0.458, 0.177, 0.437], [1.685, -0.733, 2.995], [0.571, 0.029, -0.062], [-1.869, -1.546, 1.001], [0.110, 3.240, -0.665], [-2.123, 0.190, -1.904], [2.349, 1.087, -0.639], [-3.010, -0.021, -1.580], [3.145, 1.587, -0.895]], "lowdin_spin": [0.000, 0.000, 0.000, 0.002, 0.002, 0.000, 0.000, 0.030, 0.027, 0.000, 0.000, 0.002, 0.001, 0.002, 0.001, 0.000, 0.001, 0.015, 0.000, 0.001, 0.028, 0.031, 1.796, 0.000, 0.001, 0.000, 0.033, 0.001, 0.000, 0.026, 0.000, 0.001, 0.001], "spin_multiplicity": 3, "de_lowest_kcal_mol": 0.00, "orbital_gap_ev": [8.9713, 7.7254], "s_squared": 2.0035, "charge": 1}

***

Entry 3:
{"formula": "BH24O10", "method": "ωB97M-V/def2-TZVPD", "elements": ["B", "H", "H", "H", "O", "O", "H", "H", "H", "H", "H", "H", "H", "O", "H", "H", "H", "O", "H", "H", "O", "O", "H", "H", "O", "H", "O", "H", "H", "O", "H", "H", "O", "H", "H"], "positions_angstrom": [[0.146, 0.461, -0.350], [-0.095, 2.879, -0.762], [0.560, -0.466, -0.714], [-0.749, -1.440, 3.145], [-0.896, 3.228, -1.153], [-1.943, 1.830, 3.217], [-0.571, -2.130, 0.118], [-2.048, 1.596, 2.295], [0.895, 1.220, -0.518], [-0.748, 0.741, -0.886], [-2.363, -1.179, 1.398], [1.717, -0.920, -0.292], [-1.504, 2.488, -1.154], [-1.147, -2.848, 0.380], [-2.692, 2.393, 3.409], [2.870, -1.288, -2.231], [1.618, 1.397, 0.975], [-0.312, -0.595, 3.041], [-3.622, -2.006, 1.553], [-1.589, -3.108, -0.429], [-1.014, -0.454, -2.878], [-3.138, -1.281, 1.950], [1.847, -1.302, -3.347], [-0.874, 0.005, -2.050], [1.547, 1.373, 1.929], [-0.278, -0.185, -3.428], [2.820, 1.213, -2.308], [2.347, 1.326, -3.133], [-0.924, 0.039, 3.415], [2.438, -1.469, 0.017], [-0.094, 0.264, 0.684], [0.889, 0.700, 2.104], [2.705, -1.649, -3.102], [2.070, -1.957, 0.754], [2.133, 1.125, -1.647]], "lowdin_spin": [0.268, 0.000, 0.082, 0.000, 0.002, -0.001, 0.000, 0.000, 0.034, 0.036, 0.000, -0.001, 0.000, 0.000, 0.000, 0.000, 0.001, 0.016, 0.000, 0.000, 0.057, 0.000, 0.000, 0.006, 0.329, 0.000, 0.002, 0.000, 0.000, 0.057, 0.114, 0.002, 0.000, 0.000, -0.001], "spin_multiplicity": 2, "de_lowest_kcal_mol": 0.00, "orbital_gap_ev": [10.9083, 4.4793], "s_squared": 0.7560, "charge": 0}

***

Entry 4:
{"formula": "BH28O12", "method": "ωB97M-V/def2-TZVPD", "elements": ["O", "H", "O", "H", "H", "H", "H", "H", "O", "H", "O", "H", "H", "O", "O", "H", "H", "H", "H", "H", "H", "B", "O", "O", "H", "H", "H", "H", "O", "O", "O", "H", "H", "O", "H", "H", "H", "H", "H", "H", "H"], "positions_angstrom": [[-20.291, -24.252, 14.393], [-19.145, -21.797, 12.818], [-23.835, -24.122, 14.367], [-23.522, -23.684, 13.562], [-21.528, -26.053, 10.915], [-23.165, -23.914, 15.028], [-20.909, -19.436, 10.523], [-23.543, -25.448, 10.429], [-18.200, -24.731, 12.180], [-19.394, -23.910, 14.483], [-24.291, -24.875, 10.667], [-23.003, -21.022, 14.288], [-18.886, -20.569, 13.680], [-21.622, -25.629, 10.045], [-20.733, -20.138, 9.888], [-21.528, -24.678, 10.230], [-23.901, -23.991, 10.737], [-23.708, -21.880, 11.014], [-21.656, -25.747, 13.471], [-21.431, -23.338, 12.521], [-23.032, -26.164, 12.963], [-22.041, -22.789, 11.724], [-22.090, -26.262, 12.779], [-23.390, -18.545, 11.531], [-23.099, -22.644, 12.139], [-18.837, -24.188, 11.683], [-17.917, -25.403, 11.554], [-19.686, -22.643, 9.715], [-18.548, -21.450, 13.493], [-18.926, -22.955, 10.222], [-22.616, -20.608, 13.510], [-21.615, -21.751, 11.502], [-23.819, -17.971, 12.171], [-24.364, -21.506, 10.386], [-22.391, -21.372, 12.914], [-25.212, -21.850, 10.688], [-20.427, -24.322, 13.441], [-20.867, -20.956, 10.392], [-23.594, -19.440, 11.834], [-18.369, -23.401, 9.576], [-22.032, -23.383, 10.749]], "nbo_charge": [-0.975, 0.484, -0.970, 0.496, 0.499, 0.471, 0.479, 0.489, -0.969, 0.491, -0.992, 0.461, 0.469, -0.999, -0.966, 0.489, 0.483, 0.492, 0.489, -0.027, 0.497, -0.754, -0.976, -0.956, -0.053, 0.496, 0.461, 0.490, -0.952, -0.950, -0.997, -0.047, 0.454, -0.970, 0.515, 0.459, 0.482, 0.478, 0.498, 0.474, -0.045], "de_lowest_kcal_mol": 17.90, "orbital_gap_ev": 10.2741, "charge": -1}